# C12H22N3

A 2-piece molecular cluster, C12H22N3 overall (the ωB97M-V functional and the def2-TZVPD basis, the OMol25 dataset).

```
37
Properties=species:S:1:pos:R:3:forces:R:3:lowdin_spin:R:1
C -2.998286 -2.542995 2.470257 1.0 0.3 -0.1 0.0006
C 0.077671 -0.136774 3.769731 -1.4 0.6 -5.0 0.0165
C 1.218678 -0.338227 2.771572 1.3 0.5 0.4 0.0711
C -0.698727 0.987457 3.032435 -1.8 2.2 1.8 0.0218
C -1.219648 1.208110 0.518243 0.4 0.2 -1.3 0.0799
C -1.353450 -0.056547 -0.388311 -2.3 -0.2 -0.9 0.0675
C 0.814528 -0.825310 0.152314 -0.9 -1.4 4.5 0.1548
C 0.483087 -0.082503 1.511660 4.9 -3.6 -2.6 0.4942
C 1.096111 -1.146463 -2.912796 0.5 0.8 -1.6 0.0232
C -0.715124 0.306737 -3.176754 -0.4 2.9 -0.9 -0.0001
C 1.416403 1.148794 -2.069227 0.3 -2.2 -2.2 0.0496
C 0.365057 -0.012414 -2.185688 1.5 -1.8 -1.0 0.0421
N -1.934428 -2.122096 2.516642 -0.4 -0.2 -0.2 0.0039
N -0.473644 0.751330 1.613237 -3.6 3.2 2.1 0.2555
N -0.084512 -0.518040 -0.863023 0.1 1.8 -0.7 0.5474
H -3.950087 -2.956963 2.345080 -0.9 -0.4 0.1 0.0000
H -0.567467 -0.980510 3.598296 0.1 -0.5 1.1 0.0007
H 0.325434 0.164321 4.690422 0.8 0.6 3.6 0.0007
H 2.054746 0.453473 2.876922 -0.9 -1.3 0.2 0.0282
H 1.615344 -1.357660 2.932680 0.2 0.5 -0.6 0.0049
H -1.847291 0.925681 3.281076 2.1 0.4 -0.5 0.0051
H -0.263052 2.032277 3.335086 -1.0 -1.7 -0.5 0.0072
H -0.573784 1.845685 -0.168365 -0.9 0.4 1.0 0.0131
H -2.193845 1.689972 0.834423 1.2 -0.7 -0.7 0.0030
H -1.772914 -0.834106 0.201625 -0.3 -0.8 0.8 0.0135
H -2.048076 0.066855 -1.239084 0.6 0.2 0.4 0.0015
H 1.842681 -0.804640 0.018121 1.9 0.6 -1.5 0.0161
H 0.753308 -1.827837 0.694904 -0.7 -0.1 -1.7 0.0662
H 1.738779 -0.700238 -3.739695 -0.9 -0.6 1.1 0.0016
H 1.704054 -1.684110 -2.274895 1.7 -1.0 1.4 0.0002
H 0.432299 -1.880682 -3.343281 -0.4 0.0 -0.2 0.0002
H -1.202021 1.263595 -2.778693 -0.2 -1.4 -1.1 0.0005
H -1.368752 -0.520578 -3.512186 0.0 0.6 0.8 0.0002
H -0.173138 0.619506 -4.148779 -0.9 -0.4 1.6 -0.0006
H 1.324505 1.525424 -3.109049 0.6 0.2 0.7 0.0048
H 1.078282 1.907004 -1.430852 0.2 1.1 1.2 0.0039
H 2.454919 0.681688 -1.974556 -1.4 1.2 0.5 0.0010
```
Positions in Å, forces in eV/Å.

The value obtained for the HOMO energy (spin up / spin down) is -8.386 / -12.906 eV. The relative energy (zero: lowest compared OMol25 entry of this formula, charge and spin) comes out at 227.4 kJ/mol. As for the expectation value of S²: 2.009. As for the total charge: +1. The orbital gap (spin up / spin down) is 6.268 / 6.585 eV. The spin multiplicity is 3. The LUMO energy (spin up / spin down) is -2.12 / -6.32 eV. For the molar mass, the calculation gives 208.3 g/mol.

# C12H22N3O4S

A 3-piece molecular cluster, C12H22N3O4S overall (the ωB97M-V functional and the def2-TZVPD basis, the OMol25 dataset).

```
42
Properties=species:S:1:pos:R:3:forces:R:3:lowdin_charge:R:1
C 3.731257 -1.912917 -0.274224 -0.3 0.4 -1.3 -0.0271
C 2.263158 -1.453602 -0.767437 -0.6 2.3 -0.3 -0.0690
N 1.111425 -2.364392 -0.916068 0.3 7.6 -1.6 0.1569
C 0.049136 -1.480275 -1.420413 1.0 -2.1 0.7 -0.1632
C -1.317082 -2.256342 -1.703001 -1.6 3.3 0.7 -0.0351
C -2.580705 -1.430452 -0.853097 0.2 -1.5 3.6 -0.2042
C -2.932201 -2.093029 0.656476 2.1 4.6 -1.1 0.0286
O -2.151999 -0.707384 0.411329 -1.8 -2.2 -3.3 -0.2211
N 0.446206 -0.113443 -1.598690 1.0 -4.6 1.1 -0.3285
S -0.562652 1.178623 -2.178685 -0.7 0.2 -0.3 0.9120
C 1.850165 0.001589 -1.197633 0.6 -6.2 1.4 -0.1648
O 2.762268 1.097456 -1.193584 -3.7 0.8 2.2 0.0275
C 2.225444 2.180214 -0.394216 -0.8 3.9 -1.9 -0.1769
N 1.821818 3.313765 -0.191391 2.1 -6.4 -0.5 0.2052
H 3.787640 -3.026661 -0.001842 -0.4 1.8 -0.3 0.0926
H 4.416508 -1.779808 -1.203196 -1.1 -0.2 1.7 0.1059
H 4.145106 -1.246111 0.569717 -0.9 -1.1 -1.3 0.1036
H 1.037857 -3.373267 -0.726950 0.1 0.9 -0.2 0.1737
H -1.342461 -3.335815 -1.329600 0.5 1.7 -0.7 0.1265
H -1.596611 -2.125656 -2.805527 0.5 -0.6 1.5 0.1203
H -3.503201 -1.001293 -1.501261 2.4 -0.9 1.7 0.1632
H -3.916525 -1.761365 1.191217 1.8 -1.5 -1.1 0.1065
H -2.029175 -2.545378 1.212935 -2.2 -0.5 -1.1 0.1246
H -1.725316 0.521403 -2.629204 1.5 0.0 0.6 -0.0663
C 4.180510 5.057670 -1.899772 0.0 0.2 0.0 -0.0980
C 5.444711 4.945045 -2.728652 -0.2 -0.3 0.2 -0.3203
O 6.413673 4.162361 -2.041927 0.2 -0.1 0.0 -0.0832
H 4.396552 5.513985 -0.930128 0.0 0.0 -0.1 0.0838
H 3.429011 5.661712 -2.414356 0.0 -0.1 0.1 0.0789
H 3.759786 4.068289 -1.699539 0.0 0.1 -0.1 0.0290
H 5.873600 5.933089 -2.907982 0.1 -0.2 0.1 0.1164
H 5.237555 4.477729 -3.696770 -0.1 0.2 -0.1 0.1072
H 6.030783 3.287099 -1.894932 0.1 0.2 0.0 0.0744
C -6.140642 -1.902708 5.094072 -0.1 -0.1 0.1 -0.0893
C -5.001472 -2.066282 4.108478 -0.3 0.3 0.2 -0.3250
O -5.513562 -2.245748 2.791337 0.1 0.1 -0.5 -0.1114
H -6.794564 -2.778440 5.073309 0.1 0.0 0.0 0.0810
H -5.761578 -1.769566 6.110061 -0.1 0.0 -0.1 0.0790
H -6.757501 -1.037846 4.832624 0.1 0.0 0.1 0.0760
H -4.401094 -2.943244 4.360344 -0.1 0.0 -0.2 0.1140
H -4.349020 -1.187175 4.115605 0.1 0.0 0.2 0.1082
H -6.036809 -1.461831 2.572574 0.0 -0.2 0.1 0.0884
```
Positions in Å, forces in eV/Å.

The value obtained for the HOMO energy is -11.974 eV. The relative energy (zero: lowest compared OMol25 entry of this formula, charge and spin) comes out at 299.8 kJ/mol. As for the total charge: +1. The orbital gap is 8.230 eV. The spin multiplicity is 1. The LUMO energy is -3.74 eV. For the molar mass, the calculation gives 304.4 g/mol.

Which of these has the highest relative energy (zero: lowest compared OMol25 entry of this formula, charge and spin)?
C12H22N3O4S